# 1
Entry from the Open Molecules 2025 dataset: a gas-phase ion, C20H26FN2O2 (charge +1) at a distorted geometry (wB97M-V/def2-TZVPD).

Output
ΔE to the lowest compared entry with this formula, charge and spin: 0.0446 eV
SMILES string: O[C@@H](COCc1ccccc1)C[NH+]1CCN(c2ccccc2F)CC1
F_max: 1.1 eV Å⁻¹
DFT total energy: -1137.3273 Eh
charge: +1

CARTESIAN COORDINATES (ANGSTROEM)
O1 -3.484848 2.325829 1.113084
C1 -2.315149 1.857572 0.507283
C2 -1.653033 0.736094 1.326920
O2 -0.452421 0.352657 0.677057
C3 0.285417 -0.655509 1.383648
C4 0.721618 -0.200995 2.749706
C5 0.187449 -0.774012 3.896355
C6 0.586114 -0.333351 5.146804
C7 1.512243 0.689536 5.259210
C8 2.043201 1.270009 4.118791
C9 1.650917 0.825986 2.869067
C10 -2.765444 1.336296 -0.868912
N1 -1.646274 0.776474 -1.648313
C11 -0.853350 1.792374 -2.372109
C12 0.509776 1.170726 -2.750286
N2 0.360854 -0.258430 -2.852218
C13 1.226274 -1.131943 -2.203293
C14 2.597464 -0.869386 -2.161065
C15 3.472763 -1.735195 -1.533412
C16 3.012414 -2.900636 -0.943097
C17 1.658175 -3.183567 -0.962160
C18 0.792312 -2.297831 -1.568777
F1 -0.546560 -2.558465 -1.498480
C19 -0.865251 -0.660582 -3.478780
C20 -2.075675 -0.279215 -2.592334
H1 -3.294063 2.718528 1.972522
H2 -1.580907 2.670373 0.384774
H3 -1.432591 1.099023 2.338924
H4 -2.335303 -0.121855 1.413102
H5 1.152174 -0.852581 0.748097
H6 -0.326236 -1.563554 1.455500
H7 -0.534497 -1.573760 3.811730
H8 0.171786 -0.789323 6.032648
H9 1.822505 1.032329 6.234010
H10 2.767895 2.065207 4.203407
H11 2.066349 1.272508 1.976919
H12 -3.511621 0.558504 -0.691091
H13 -3.249171 2.144503 -1.421535
H14 -1.000241 0.348729 -0.933263
H15 -1.414868 2.097712 -3.257543
H16 -0.704960 2.664667 -1.737109
H17 1.249516 1.392072 -1.979140
H18 0.853947 1.609148 -3.696561
H19 2.976217 0.016136 -2.646191
H20 4.526075 -1.504261 -1.520664
H21 3.698129 -3.582703 -0.468563
H22 1.259011 -4.071360 -0.498691
H23 -0.860109 -1.731622 -3.671790
H24 -0.936824 -0.151598 -4.446864
H25 -2.900468 0.098005 -3.199311
H26 -2.420735 -1.139263 -2.018007

Cartesian forces (eV/Å) of the 3 atoms listed first:
-0.26 -0.08 0.01
0.63 -0.32 -0.17
-0.28 0.29 0.19

# 2
Entry from the Open Molecules 2025 dataset: C3H3Br2NO in the gas phase at a distorted geometry (wB97M-V/def2-TZVPD).

Output
ΔE to the lowest compared entry with this formula, charge and spin: 2.9399 eV
F_max: 5.0 eV Å⁻¹
DFT total energy: -5394.0004 Eh
charge: 0

CARTESIAN COORDINATES (ANGSTROEM)
C1 0.573555 0.840098 0.314572
C2 -1.133468 -0.864298 0.294777
C3 1.250827 -0.177714 -0.431444
N1 -0.831113 0.388647 0.131291
O1 0.869074 1.815675 0.936018
Br1 3.165695 -0.068877 -0.433921
Br2 -2.116258 1.621414 -0.463856
H1 -2.149803 -1.087956 -0.039657
H2 -0.412060 -1.481683 0.641755
H3 0.783548 -0.985308 -0.949532

Cartesian forces (eV/Å) of the 3 atoms listed first:
1.47 -2.92 -2.02
-3.22 3.56 -1.46
0.95 2.10 1.32

# 3
Entry from the Open Molecules 2025 dataset: C4H5NO2 in the gas phase at a distorted geometry (wB97M-V/def2-TZVPD).

Output
ΔE to the lowest compared entry with this formula, charge and spin: 1.5214 eV
SMILES string: Cc1coc(=O)[nH]1
F_max: 1.5 eV Å⁻¹
DFT total energy: -360.6135 Eh
charge: 0

CARTESIAN COORDINATES (ANGSTROEM)
C1 -0.239742 0.890770 -1.495136
C2 -0.017789 0.098128 -0.249666
C3 0.929694 -0.823454 -0.035865
O1 0.596632 -1.638715 1.054842
C4 -0.013734 -0.713405 1.819179
O2 0.226047 -0.560245 2.976073
N1 -0.787873 0.142408 0.912359
H1 -0.693760 0.235408 -2.249031
H2 -0.879181 1.768126 -1.364296
H3 0.729787 1.214160 -1.884468
H4 1.937927 -0.949014 -0.378669
H5 -1.788008 0.335834 0.894680

Cartesian forces (eV/Å) of the 3 atoms listed first:
0.06 0.05 0.02
0.52 -0.25 -0.26
0.04 -0.38 -1.36

> Among the records above, which one has the highest F_max?

C3H3Br2NO